Entry 1
2 unconnected molecules or ions with the total composition C5H7N. Source: OMol25; level of theory: ωB97M-V/def2-TZVPD.

**SMILES**: C1=NC1.C=C=C
**Net charge**: 0
**HOMO energy**: -0.3629 hartree
**Frontier orbital gap**: 10.94 eV

Atoms and positions in Å:
C  -1.80  -0.82  0.92
N  -1.84  0.43  0.98
C  -1.87  -0.22  -0.39
H  -1.74  -1.67  1.58
H  -2.81  -0.18  -0.93
H  -0.98  -0.11  -1.00
C  1.91  -0.70  -0.84
C  1.61  0.38  -0.18
C  1.26  1.44  0.50
H  2.65  -0.70  -1.64
H  1.41  -1.64  -0.62
H  1.76  1.71  1.43
H  0.44  2.07  0.18

List of Löwdin charges in e, atom by atom: -0.168 0.103 -0.166 0.106 0.074 0.056 -0.019 -0.208 -0.013 0.056 0.058 0.061 0.060


Entry 2
A molecular structure, C5H7N. Source: OMol25; level of theory: ωB97M-V/def2-TZVPD.

**Net charge**: 0
**HOMO energy**: -0.3044 hartree
**Frontier orbital gap**: 9.08 eV

Atoms and positions in Å:
N  -3.10  0.32  -0.48
C  -1.91  0.27  -0.13
C  -0.63  0.13  0.05
C  0.57  0.96  -0.36
C  1.45  -0.06  0.42
C  0.23  -1.01  0.59
H  -2.41  -0.18  -1.30
H  0.77  0.97  -1.44
H  0.58  2.00  0.00
H  2.30  -0.47  -0.14
H  1.81  0.34  1.37
H  0.01  -1.35  1.60
H  0.28  -1.89  -0.07

List of Löwdin charges in e, atom by atom: 0.161 -0.215 -0.276 -0.137 -0.166 -0.136 0.152 0.106 0.103 0.098 0.103 0.103 0.106


Entry 3
C5H7N in the gas phase. Source: OMol25; level of theory: ωB97M-V/def2-TZVPD.

**SMILES**: C1[C@@H]2[C@H]1[C@@H]1N[C@H]21
**Net charge**: 0
**HOMO energy**: -0.3242 hartree
**Frontier orbital gap**: 10.03 eV

Atoms and positions in Å:
C  -0.66  0.83  -0.90
C  0.16  -0.43  -0.93
C  -1.01  -0.30  0.01
C  -0.01  -0.38  1.23
N  1.10  0.55  1.17
C  1.12  -0.58  0.29
H  -1.31  0.96  -1.76
H  -0.30  1.78  -0.51
H  0.24  -1.02  -1.83
H  -1.95  -0.83  -0.06
H  -0.21  -0.73  2.23
H  0.88  1.44  0.74
H  1.95  -1.28  0.31

List of Löwdin charges in e, atom by atom: -0.094 -0.167 -0.164 -0.194 0.046 -0.211 0.106 0.093 0.126 0.128 0.126 0.076 0.130


Most stable: entry 3. Least stable: entry 1.


Entry 1
2 unconnected molecules or ions with the total composition C3H7NOS. Source: OMol25; level of theory: ωB97M-V/def2-TZVPD.

**Net charge**: 0
**HOMO energy (alpha / beta)**: -0.3019 / -0.2686 hartree
**Frontier orbital gap (alpha / beta)**: 8.58 / 7.64 eV

Atoms and positions in Å:
C  0.10  -0.72  1.23
C  1.28  -1.23  0.97
C  0.19  0.65  -0.86
N  -1.88  -0.29  -1.16
O  -1.12  0.74  -0.97
S  1.02  2.22  -0.65
H  -0.13  -0.01  2.05
H  -0.83  -1.06  0.71
H  2.17  -0.84  1.42
H  0.79  -0.23  -0.74
H  -2.82  0.12  -1.32
H  1.43  -2.12  0.26
H  -0.19  2.78  -0.94

List of Löwdin charges in e, atom by atom: -0.129 -0.113 -0.543 -0.003 -0.260 0.777 0.085 0.062 0.049 0.029 0.046 0.104 -0.104


Entry 2
C3H7NOS in the gas phase. Source: OMol25; level of theory: ωB97M-V/def2-TZVPD.

**SMILES**: NCCOC=S
**Net charge**: 0
**HOMO energy**: -0.3301 hartree
**Frontier orbital gap**: 9.48 eV

Atoms and positions in Å:
N  -1.96  -0.46  0.01
C  -0.97  0.07  0.97
C  0.28  0.62  0.23
O  0.77  -0.37  -0.65
C  1.91  -0.24  -1.26
S  2.95  1.05  -1.19
H  -2.61  -1.07  0.46
H  -1.48  -1.01  -0.66
H  -0.64  -0.68  1.73
H  -1.42  0.91  1.51
H  0.07  1.54  -0.29
H  1.07  0.78  1.02
H  2.01  -1.14  -1.87

List of Löwdin charges in e, atom by atom: 0.004 -0.244 -0.219 -0.149 -0.701 0.649 0.058 0.041 0.118 0.112 0.119 0.128 0.084


Entry 3
C3H7NOS in the gas phase. Source: OMol25; level of theory: ωB97M-V/def2-TZVPD.

**SMILES**: O=CNCCS
**Net charge**: 0
**HOMO energy**: -0.3559 hartree
**Frontier orbital gap**: 10.38 eV

Atoms and positions in Å:
O  0.53  -3.20  -1.66
C  0.35  -2.02  -1.48
N  0.49  -1.31  -0.25
C  0.14  0.18  -0.21
C  -0.39  0.62  1.15
S  -0.44  2.58  1.13
H  -0.02  -1.32  -2.23
H  0.64  -2.02  0.48
H  1.07  0.62  -0.27
H  -0.52  0.52  -1.01
H  -1.38  0.22  1.29
H  0.21  0.25  1.96
H  -1.10  2.60  -0.07

List of Löwdin charges in e, atom by atom: 0.019 -0.352 0.019 -0.265 -0.450 0.635 0.116 0.139 0.069 0.104 0.054 0.062 -0.149


Most stable: entry 3. Least stable: entry 1.


Entry 1
2 unconnected molecules or ions with the total composition C8H11NO. Source: OMol25; level of theory: ωB97M-V/def2-TZVPD.

**Net charge**: 0
**HOMO energy (alpha / beta)**: -0.2426 / -0.2428 hartree
**Frontier orbital gap (alpha / beta)**: 7.24 / 7.25 eV

Atoms and positions in Å:
C  -1.01  -1.52  -0.16
C  -2.33  -1.29  -0.09
C  -0.35  -0.24  -0.03
C  -1.34  0.74  0.08
C  -1.28  2.12  0.28
C  0.98  0.02  -0.27
C  1.81  2.00  -0.80
C  2.05  -1.98  0.66
N  -2.55  0.08  0.12
O  2.07  -0.82  -0.16
H  -0.57  -2.44  -0.44
H  -3.19  -2.03  -0.11
H  -2.20  2.61  0.62
H  -0.28  2.50  0.44
H  0.81  2.30  -1.41
H  1.93  2.75  -0.01
H  2.64  1.87  -1.44
H  1.91  -2.89  0.01
H  1.30  -2.08  1.43
H  3.04  -2.16  1.14
H  -3.45  0.46  0.14

List of Löwdin charges in e, atom by atom: -0.069 -0.097 -0.211 -0.329 0.041 0.014 0.066 -0.110 0.050 -0.125 0.095 0.140 0.046 0.015 0.068 0.012 -0.014 0.097 0.086 0.096 0.126


Entry 2
2 unconnected molecules or ions with the total composition C8H11NO. Source: OMol25; level of theory: ωB97M-V/def2-TZVPD.

**SMILES**: c1ccccc1.CC(N)=O
**Net charge**: 0
**HOMO energy**: -0.3056 hartree
**Frontier orbital gap**: 9.02 eV

Atoms and positions in Å:
C  -0.88  -0.69  0.58
C  -1.86  -1.45  -0.14
C  -2.89  -0.86  -0.66
C  -3.14  0.54  -0.44
C  -2.36  1.28  0.41
C  -1.18  0.61  0.77
H  -0.01  -0.94  1.30
H  -1.69  -2.58  -0.11
H  -3.57  -1.39  -1.32
H  -4.01  0.91  -0.96
H  -2.57  2.27  0.84
H  -0.40  1.19  1.42
C  3.01  0.91  -0.79
C  2.16  -0.12  -0.26
N  2.83  -0.81  0.69
O  1.08  -0.57  -0.74
H  2.76  1.04  -1.90
H  4.10  0.64  -0.79
H  2.73  1.90  -0.31
H  2.34  -1.52  1.25
H  3.55  -0.36  1.16

List of Löwdin charges in e, atom by atom: -0.146 -0.115 -0.124 -0.093 -0.095 -0.158 0.125 0.131 0.104 0.088 0.110 0.129 -0.037 -0.587 0.155 -0.010 0.117 0.099 0.113 0.126 0.069


Entry 3
C8H11NO in the gas phase. Source: OMol25; level of theory: ωB97M-V/def2-TZVPD.

**SMILES**: CC1(C)O[C@@H]1c1ccc[nH]1
**Net charge**: 0
**HOMO energy**: -0.2979 hartree
**Frontier orbital gap**: 8.97 eV

Atoms and positions in Å:
C  2.97  0.11  0.52
C  1.60  -0.26  -0.06
C  1.40  0.18  -1.47
O  1.03  -1.46  0.36
C  0.42  -0.25  0.89
C  -1.10  -0.09  0.55
C  -2.08  0.53  1.32
C  -3.25  0.32  0.51
C  -2.95  -0.36  -0.65
N  -1.60  -0.59  -0.66
H  3.76  -0.50  0.03
H  3.02  -0.05  1.64
H  3.13  1.10  0.34
H  1.27  -0.55  -2.22
H  1.99  1.02  -1.90
H  0.40  0.82  -1.32
H  0.62  -0.10  1.93
H  -1.90  1.00  2.28
H  -4.15  0.80  0.71
H  -3.59  -0.60  -1.49
H  -1.00  -1.06  -1.31

List of Löwdin charges in e, atom by atom: -0.009 -0.534 -0.021 0.005 -0.118 -0.205 -0.027 -0.114 -0.125 0.068 0.104 0.104 0.035 0.066 0.090 0.129 0.129 0.103 0.068 0.109 0.141


Entry 4
C8H11NO in the gas phase. Source: OMol25; level of theory: ωB97M-V/def2-TZVPD.

**Net charge**: 0
**HOMO energy (alpha / beta)**: -0.2745 / -0.2893 hartree
**Frontier orbital gap (alpha / beta)**: 7.37 / 8.01 eV

Atoms and positions in Å:
C  2.61  0.25  -0.46
C  -1.42  -0.01  -0.82
C  0.63  -0.80  0.04
C  3.81  0.21  0.05
C  1.18  -2.00  -0.06
C  -2.70  0.31  -0.69
C  -3.53  0.09  0.51
C  0.89  1.51  0.47
N  1.43  0.31  0.11
O  -0.72  -0.84  0.03
H  3.94  0.48  1.18
H  4.61  0.01  -0.62
H  0.54  -2.89  0.06
H  2.20  -2.18  -0.10
H  -3.25  0.97  -1.38
H  -3.37  -1.00  0.57
H  -4.57  0.42  0.38
H  -3.01  0.61  1.38
H  -0.09  1.80  0.49
H  1.72  2.21  0.45
H  -0.91  0.54  -1.61

List of Löwdin charges in e, atom by atom: -0.164 -0.163 -0.377 -0.009 0.138 -0.174 -0.106 0.099 -0.147 0.015 0.104 0.027 0.095 0.041 0.111 0.083 0.077 0.104 0.035 0.084 0.127


Most stable: entry 2. Least stable: entry 4.


Entry 1
C8H11NO in the gas phase. Source: OMol25; level of theory: ωB97M-V/def2-TZVPD.

**SMILES**: CC(C)(C)N1c2cocc21
**Net charge**: 0
**HOMO energy**: -0.2849 hartree
**Frontier orbital gap**: 8.58 eV

Atoms and positions in Å:
C  -0.13  -0.05  1.20
C  -0.53  0.01  -0.26
C  -1.24  1.21  -0.71
C  -0.99  -1.21  -0.82
N  1.04  0.32  -1.03
C  1.99  -0.59  -0.74
C  3.13  -1.17  -0.38
O  3.96  -0.20  0.21
C  3.25  0.97  0.25
C  2.03  0.84  -0.23
H  -1.07  -0.07  1.85
H  0.44  -0.89  1.42
H  0.48  0.85  1.51
H  -1.29  1.17  -1.79
H  -0.61  2.03  -0.27
H  -2.20  1.35  -0.34
H  -0.29  -1.98  -0.98
H  -1.65  -1.46  -0.09
H  -1.37  -1.09  -1.85
H  3.52  -2.23  -0.40
H  3.84  1.76  0.78

List of Löwdin charges in e, atom by atom: -0.035 -0.510 -0.043 -0.050 0.104 -0.165 -0.056 -0.075 -0.101 -0.147 0.119 0.060 0.098 0.088 0.110 0.064 0.077 0.074 0.114 0.137 0.137


Entry 2
C8H11NO in the gas phase. Source: OMol25; level of theory: ωB97M-V/def2-TZVPD.

**SMILES**: CC1=C=CC(=O)N(C)CC1
**Net charge**: 0
**HOMO energy**: -0.3118 hartree
**Frontier orbital gap**: 9.23 eV

Atoms and positions in Å:
C  2.57  1.55  0.65
C  1.30  1.19  0.02
C  0.17  1.85  -0.19
C  -1.07  1.93  -0.54
C  -2.29  1.08  -0.01
O  -3.38  1.38  0.32
N  -1.74  -0.17  -0.04
C  -2.63  -1.22  0.55
C  -0.55  -0.57  -0.77
C  0.88  -0.34  -0.31
H  3.20  2.36  0.24
H  3.17  0.62  0.66
H  2.45  1.87  1.74
H  -1.37  2.42  -1.42
H  -3.48  -1.49  -0.01
H  -1.82  -1.87  0.93
H  -3.07  -0.74  1.42
H  -0.73  -0.23  -1.85
H  -0.45  -1.71  -0.84
H  1.03  -1.00  0.48
H  1.73  -0.67  -1.05

List of Löwdin charges in e, atom by atom: -0.081 -0.249 0.008 -0.009 -0.466 0.107 -0.106 -0.008 -0.198 -0.128 0.082 0.076 0.106 0.095 0.078 0.100 0.079 0.151 0.137 0.077 0.150


Most stable: entry 2. Least stable: entry 1.